Density functional theory data (ωB97M-V/def2-TZVPD) for 8 unconnected molecules or ions with the total composition C20H58N2O14.

Output
Net charge: 0
SMILES string: COC[C@H](C)N.COC[C@H](C)N.OCCO.OCCO.OCCO.OCCO.OCCO.OCCO
LUMO in eV: 0.509
Energy above the lowest of the compared OMol25 structures with the same formula, charge and spin in kcal/mol: 11.3
E in eV: -53321.6698
HOMO-LUMO gap in hartree: 0.332

XYZ file:
```
94
Properties=species:S:1:pos:R:3:forces:R:3
C 4.232 -3.249 5.571 0.1 -0.2 0.3
O 3.648 -2.456 4.574 -0.4 -0.2 -0.5
C 2.258 -2.241 4.796 0.9 0.5 1.3
C 1.742 -1.183 3.841 -0.7 0.4 0.1
C 0.737 -0.291 4.559 -0.1 0.2 0.9
N 1.097 -1.717 2.626 0.5 -0.3 0.3
H 4.129 -2.820 6.580 -0.2 0.1 -0.2
H 5.298 -3.308 5.361 0.0 -0.1 -0.1
H 3.789 -4.252 5.601 0.1 0.0 -0.1
H 1.658 -3.163 4.818 0.2 -0.1 -0.5
H 2.206 -1.874 5.838 -0.3 0.2 -0.2
H 2.560 -0.515 3.564 0.3 -0.4 -0.2
H 0.415 0.569 3.974 -0.2 -0.3 -0.3
H 1.148 0.154 5.474 0.3 -0.2 -0.2
H -0.116 -0.868 4.934 -0.2 0.1 -0.4
H 1.741 -2.340 2.139 0.0 0.2 0.0
H 0.342 -2.327 2.941 -0.1 0.2 -0.2
C -6.778 1.261 0.184 0.1 0.5 -0.2
O -5.518 1.486 0.781 -0.1 0.1 0.2
C -4.457 0.859 0.105 -0.3 -1.0 -0.6
C -4.373 -0.659 0.308 0.4 0.0 0.8
C -4.012 -1.061 1.733 0.0 -0.5 0.3
N -3.371 -1.234 -0.572 0.1 -0.3 -0.3
H -6.778 1.619 -0.858 0.0 -0.1 0.1
H -7.494 1.870 0.733 0.0 -0.2 0.1
H -7.089 0.213 0.194 0.0 0.0 0.1
H -4.569 0.948 -0.986 0.0 0.5 0.0
H -3.515 1.314 0.406 0.0 0.1 0.1
H -5.347 -1.123 0.123 0.0 0.2 -0.4
H -4.232 -2.123 1.878 0.0 0.0 -0.1
H -4.540 -0.529 2.527 -0.1 0.2 -0.3
H -2.936 -0.956 1.892 0.1 0.2 0.1
H -2.434 -1.100 -0.201 -0.1 0.1 0.0
H -3.380 -0.869 -1.524 -0.1 0.0 0.2
O -2.069 4.922 0.975 0.3 -0.1 0.0
C -3.318 4.295 0.729 -0.4 0.7 0.5
C -3.397 3.902 -0.710 0.6 -0.8 -1.0
O -3.061 4.975 -1.602 -0.6 -0.1 0.5
H -1.836 4.818 1.899 -0.1 0.0 0.0
H -3.484 3.439 1.390 0.2 -0.3 -0.3
H -4.138 4.981 0.992 0.1 0.1 -0.3
H -4.381 3.472 -0.934 -0.1 0.3 0.2
H -2.684 3.088 -0.922 -0.1 0.1 0.3
H -3.338 4.680 -2.473 0.1 0.1 0.0
O 1.039 1.772 -1.867 -0.9 -0.4 0.2
C 0.221 2.082 -0.727 1.5 0.6 -0.6
C 0.735 1.389 0.496 -0.4 -0.5 1.3
O 0.340 0.006 0.494 0.3 0.5 0.5
H 0.667 0.937 -2.186 0.4 0.0 -0.3
H 0.371 3.154 -0.578 -0.5 0.0 0.0
H -0.818 1.849 -0.964 -0.1 0.1 0.4
H 0.355 1.890 1.408 -0.4 -0.1 -0.3
H 1.818 1.461 0.636 0.1 0.0 -0.7
H 0.677 -0.405 1.334 -0.4 -0.2 -0.7
O -2.605 -3.008 -4.840 -0.3 -0.2 0.0
C -3.809 -2.302 -4.527 0.0 0.4 -0.5
C -3.501 -0.823 -4.589 0.5 0.4 0.3
O -2.909 -0.324 -3.394 0.2 -0.1 -0.2
H -2.838 -3.925 -5.020 0.1 0.1 0.1
H -4.589 -2.473 -5.282 0.1 -0.3 0.1
H -4.183 -2.589 -3.541 0.0 0.1 0.0
H -4.382 -0.214 -4.799 -0.2 -0.2 0.2
H -2.812 -0.631 -5.419 -0.1 -0.2 -0.1
H -1.945 -0.464 -3.459 -0.2 0.2 0.1
O 4.072 1.196 -1.705 0.3 -0.6 0.0
C 4.654 -0.022 -2.169 0.3 0.4 0.6
C 4.404 -0.216 -3.648 -0.7 0.5 0.3
O 4.655 1.015 -4.318 0.3 -0.3 -0.2
H 4.319 1.233 -0.765 -0.2 0.0 -0.3
H 5.739 0.006 -1.973 -0.1 -0.1 -0.1
H 4.230 -0.866 -1.604 0.1 -0.1 -0.3
H 3.345 -0.484 -3.773 0.1 -0.1 -0.1
H 5.031 -1.032 -4.016 0.0 0.0 0.0
H 4.765 0.832 -5.256 0.0 0.0 0.0
O 6.940 0.254 1.684 -0.1 0.4 0.0
C 5.714 0.246 2.430 0.5 -1.1 -0.4
C 5.116 1.606 2.289 0.2 1.0 0.5
O 4.447 1.697 1.047 -0.2 -0.1 -0.3
H 7.272 -0.632 1.534 -0.2 -0.2 0.1
H 5.042 -0.519 2.020 -0.1 0.2 0.1
H 5.940 -0.042 3.459 -0.2 0.3 0.2
H 5.945 2.323 2.356 0.0 0.0 -0.2
H 4.446 1.893 3.107 -0.1 -0.5 0.0
H 4.246 2.609 0.813 0.1 0.0 0.2
O 1.027 -2.027 -1.228 -0.3 0.2 -0.1
C 0.167 -2.574 -2.210 -0.4 0.1 0.3
C 0.370 -1.941 -3.567 0.4 -0.4 0.2
O -0.018 -0.553 -3.543 0.2 -0.3 -0.2
H 0.676 -1.173 -0.873 0.2 -0.7 -0.1
H 0.361 -3.648 -2.301 0.3 0.1 0.0
H -0.890 -2.532 -1.899 0.1 0.3 -0.1
H -0.182 -2.489 -4.333 -0.2 0.1 0.0
H 1.441 -2.021 -3.784 -0.1 0.1 -0.1
H 0.536 -0.129 -4.209 -0.3 0.3 0.1
```
Positions in Å, forces in eV/Å.

Here are the Löwdin charges for atoms 1 to 6, given in e: number 1, C, carries -0.126; number 2, O, carries -0.191; number 3, C, carries -0.208; number 4, C, carries -0.407; number 5, C, carries -0.065; number 6, N, carries 0.048